1.
Formula: CH2FN
Source: OMol25
Level of theory: ωB97M-V with the def2-TZVPD basis set

Properties
* DFT total energy: -5270.7721 eV
* energy above the lowest of the compared OMol25 structures with the same formula, charge and spin: 126.7 kcal/mol
* largest force on an atom: 6.18 eV Å⁻¹

```
5
CH2FN ωB97M-V with the def2-TZVPD basis set
C 0.72057 0.50957 0.00651
N 1.65047 0.57095 0.76044
F 2.68415 1.46803 0.41251
H -0.12686 -1.13270 0.43527
H 0.34646 0.93693 -0.96446
```

2.
Formula: C28H40IrN3O7PS2Se2
Source: OMol25
Level of theory: ωB97M-V with the def2-TZVPD basis set

Properties
* DFT total energy: -212982.9449 eV
* energy above the lowest of the compared OMol25 structures with the same formula, charge and spin: 32.6 kcal/mol
* largest force on an atom: 0.63 eV Å⁻¹
* total charge: -1

```
84
C28H40IrN3O7PS2Se2 ωB97M-V with the def2-TZVPD basis set
Ir -0.05013 -1.28453 0.08193
C 2.78925 4.10383 -0.02628
O 4.15634 3.81598 0.24028
C 4.40944 2.97703 1.28367
C 3.43042 2.53340 2.17030
C 3.75427 1.61299 3.14799
C 5.05236 1.12011 3.26052
C 6.04302 1.65744 2.44596
C 5.72928 2.56750 1.45157
N 5.48644 0.13022 4.20520
N 4.76828 -0.81560 4.57618
C 3.56398 -1.15939 3.89683
C 2.45433 -1.44054 4.66113
C 1.17827 -1.56442 4.10764
C 0.97973 -1.41563 2.73170
O -0.18061 -1.42095 2.17394
C 2.16635 -1.30585 1.91988
N 1.96541 -1.35420 0.56663
C 2.99464 -1.36402 -0.24540
C 4.31335 -1.32686 0.24091
C 4.54208 -1.23213 1.58188
C 3.44926 -1.20895 2.47924
H 2.77246 4.61980 -0.98382
H 2.36927 4.75846 0.74238
H 2.20086 3.18487 -0.08460
H 2.40461 2.85832 2.08739
H 2.96914 1.27559 3.81036
H 7.06257 1.31921 2.58439
H 6.48878 2.96343 0.79020
H 2.58469 -1.48738 5.73646
H 0.31177 -1.73608 4.73155
H 2.76434 -1.40593 -1.30065
H 5.13206 -1.36144 -0.46561
H 5.55408 -1.19310 1.96186
O 2.63193 1.07314 -1.55608
C 2.00905 1.81272 -2.58558
C 0.48474 1.71329 -2.59524
C 0.10788 2.78081 -3.66233
O -1.27751 2.90931 -3.93008
C -0.11363 0.39425 -3.10675
Se 0.36036 -1.34807 -2.35522
C -0.18730 2.12912 -1.28684
Se -0.00816 1.11324 0.39549
H 3.55986 1.32818 -1.52666
H 2.38836 1.51146 -3.57262
H 2.25461 2.87717 -2.45935
H 0.64673 2.54703 -4.59136
H 0.43087 3.76777 -3.32350
H -1.60637 2.04315 -4.19450
H 0.11212 0.28497 -4.17373
H -1.19790 0.47310 -3.00672
H -1.25012 2.20064 -1.49423
H 0.12787 3.14058 -1.00962
C -3.89844 -0.60582 -3.14707
C -4.55605 0.22581 -2.05879
C -3.71297 1.40274 -1.62108
O -4.91854 -0.62204 -0.95421
P -4.04137 -0.99096 0.35206
S -3.94330 0.42551 1.66489
S -2.32133 -1.91131 -0.24537
O -4.86750 -2.29232 0.80949
C -6.29108 -2.49490 0.80426
C -6.75107 -3.02113 -0.54542
C -7.07975 -1.28170 1.26576
H -3.75783 0.00698 -4.04190
H -4.53230 -1.45417 -3.40913
H -2.93187 -0.99095 -2.81996
H -5.52067 0.59067 -2.42498
H -2.77588 1.04444 -1.19346
H -4.21674 1.98621 -0.85253
H -3.49432 2.04762 -2.47456
H -6.41957 -3.28980 1.54451
H -6.69605 -2.24288 -1.30387
H -7.78333 -3.37060 -0.46956
H -6.12179 -3.85506 -0.85703
H -6.98384 -0.45807 0.55932
H -6.72681 -0.93663 2.23591
H -8.13482 -1.55506 1.34371
C 0.89727 -4.60185 0.26062
O -0.00584 -3.52733 0.08793
H 0.92295 -5.23631 -0.62780
H 0.63111 -5.19586 1.13689
H 1.88420 -4.17024 0.41663
H -0.93624 -3.79805 0.03802
```

3.
Formula: C32H30BrFN5O5S2Ti
Source: OMol25
Level of theory: ωB97M-V with the def2-TZVPD basis set

Properties
* expectation value of S²: 0.778
* DFT total energy: -168905.7860 eV
* energy above the lowest of the compared OMol25 structures with the same formula, charge and spin: 3.1 kcal/mol
* multiplicity: 2
* largest force on an atom: 1.66 eV Å⁻¹

```
77
C32H30BrFN5O5S2Ti ωB97M-V with the def2-TZVPD basis set
Ti -1.53144 0.41157 -0.50515
C -4.57864 -0.15926 4.18986
C -3.63659 0.43378 3.18048
N -2.57121 1.02305 3.53987
O -2.42778 0.98773 4.91307
C -3.95118 0.38263 1.73402
C -5.36294 0.11503 1.30582
N -3.03880 0.56182 0.85135
O -3.41717 0.53615 -0.42978
H -4.03780 -0.88348 4.80038
H -5.43442 -0.64499 3.73451
H -4.91902 0.62339 4.86992
H -1.63375 1.51138 5.05062
H -6.07238 0.68200 1.90699
H -5.59262 -0.94782 1.40555
H -5.46975 0.38820 0.25973
C 3.54910 -4.61290 1.03345
C 4.09243 -3.52542 0.10929
C 5.35851 -2.91806 0.70086
C 5.92668 -1.86808 -0.24183
C 4.88124 -0.81919 -0.50696
C 5.26927 0.49301 -0.79301
C 4.30220 1.44527 -1.03270
F 4.68874 2.71484 -1.29533
C 2.96100 1.14967 -1.00817
C 2.54927 -0.16146 -0.71455
C 1.15492 -0.47199 -0.67617
O 0.25821 0.45945 -0.92436
C 0.80662 -1.82868 -0.38426
C 1.77959 -2.74978 -0.15355
N 3.10959 -2.45891 -0.13557
C 3.53110 -1.15185 -0.44962
C -0.60917 -2.31129 -0.26176
O -0.85889 -3.49568 -0.18355
O -1.53009 -1.37218 -0.19689
H 4.37707 -5.23983 1.36258
H 2.82465 -5.25901 0.54084
H 3.08271 -4.16906 1.91477
H 4.34726 -3.98132 -0.85653
H 6.08415 -3.71093 0.88325
H 5.11568 -2.45170 1.66067
H 6.23089 -2.34095 -1.18084
H 6.81680 -1.40511 0.18640
H 6.31765 0.75956 -0.82053
H 2.21961 1.90715 -1.22086
H 1.47220 -3.76376 0.04312
C -3.55311 3.06678 -2.22061
C -2.56512 3.44606 -1.17367
N -1.71876 2.65681 -0.56791
C -0.93039 3.33323 0.34374
C -1.17856 4.66420 0.43104
S -2.42488 5.09447 -0.66323
C 0.02672 2.57361 1.13748
C 1.18989 3.03925 1.66019
S 1.98358 1.78554 2.52062
C 0.68087 0.69619 2.11325
N -0.24291 1.25089 1.39493
C 0.65091 -0.69569 2.64264
H -3.77159 2.00718 -2.14817
H -3.14358 3.26403 -3.21234
H -4.46837 3.64658 -2.10299
H -0.73057 5.39061 1.08788
H 1.62922 4.01829 1.56270
H 0.57966 -0.69135 3.73251
H 1.55863 -1.23472 2.36791
H -0.21617 -1.21924 2.24660
Br -1.93494 -0.04315 -7.27734
C -1.85283 0.10221 -5.37687
C -2.47341 -0.84993 -4.59195
C -2.41019 -0.72583 -3.20778
C -1.74095 0.32881 -2.58468
C -1.11059 1.25331 -3.42386
C -1.16120 1.15730 -4.80725
H -2.99432 -1.67888 -5.05252
H -2.90129 -1.48156 -2.60334
H -0.54760 2.07837 -2.99737
H -0.66168 1.88366 -5.43502
```

4.
Formula: C2H2FRb
Source: OMol25
Level of theory: ωB97M-V with the def2-TZVPD basis set

Properties
* DFT total energy: -5474.6639 eV
* energy above the lowest of the compared OMol25 structures with the same formula, charge and spin: 14.0 kcal/mol
* largest force on an atom: 3.90 eV Å⁻¹

```
6
C2H2FRb ωB97M-V with the def2-TZVPD basis set
F 0.34299 -1.55132 0.88913
C 0.91867 -0.04175 -0.13209
C 0.20170 1.01003 -0.10952
H 1.22630 -0.70858 -0.93579
H 0.20601 1.78026 0.66750
Rb -2.89567 -0.48863 -0.37923
```

5.
Formula: C3H4N2
Source: OMol25
Level of theory: ωB97M-V with the def2-TZVPD basis set

Properties
* DFT total energy: -6155.1235 eV
* energy above the lowest of the compared OMol25 structures with the same formula, charge and spin: 17.9 kcal/mol
* largest force on an atom: 1.92 eV Å⁻¹
* structure (SMILES): c1c[nH]cn1

```
9
C3H4N2 ωB97M-V with the def2-TZVPD basis set
C 1.07241 -0.61307 0.11989
C 0.68377 0.68028 0.22180
N -0.67658 0.67612 0.10237
C -1.04755 -0.63985 -0.00075
N -0.02432 -1.45241 0.02593
H 1.96365 -0.70543 -0.47230
H 1.31723 1.54693 0.29457
H -1.20484 1.48058 -0.18898
H -2.08585 -0.91616 -0.12933
```

6.
Formula: C5H16B2Br4Na3O3
Source: OMol25
Level of theory: ωB97M-V with the def2-TZVPD basis set

Properties
* DFT total energy: -306343.8528 eV
* energy above the lowest of the compared OMol25 structures with the same formula, charge and spin: 405.1 kcal/mol
* largest force on an atom: 9.98 eV Å⁻¹
* total charge: -1

```
33
C5H16B2Br4Na3O3 ωB97M-V with the def2-TZVPD basis set
Na 1.41440 1.34622 -0.98676
Na 1.14133 -1.37906 -0.41166
Na 2.97086 0.21398 0.72454
C 3.26057 -1.60777 -0.57502
O 4.36997 -1.12681 -0.55346
O 2.65258 -1.82978 0.44506
O 2.60146 -1.51721 -1.56981
B 0.18808 -0.31594 -1.82146
H -0.21514 0.63145 -2.14415
H -0.48042 -0.69900 -1.06607
H 0.12433 -0.94601 -2.69507
H 1.21107 -0.18051 -1.50624
B 1.10464 0.38311 0.74607
H 1.69291 0.07006 -0.10257
H 1.21703 1.43922 0.93648
H 0.06673 0.16779 0.54454
H 1.41216 -0.27329 1.54532
Br -2.61117 1.02905 1.61395
C -1.48056 2.37521 0.65063
C -1.17736 1.87155 -0.71312
Br 0.22400 2.93182 -1.66658
H -0.55997 2.51754 1.21665
H -2.10886 3.25929 0.75892
H -2.03245 1.92055 -1.38731
H -0.90243 0.82005 -0.63022
Br -2.74407 -3.12694 0.05843
C -2.53992 -1.53764 1.14957
C -1.09827 -0.94479 1.09131
Br 0.11601 -2.29882 1.87034
H -2.94818 -1.70914 2.14556
H -3.14571 -0.79922 0.62434
H -0.94546 -0.00612 1.62388
H -0.77814 -0.67883 0.08390
```